Below is C27H41BEuF4N2O7P2S as an isolated structure at a distorted geometry, with properties calculated with the ωB97M-V functional and the def2-TZVPD basis.

Structure (ORCA input):
```
! RIJCOSX wB97M-V def2-TZVPD def2/J DEFGRID3
* xyz 0 8
Eu -0.145 -0.291 0.306
C 3.298 0.153 -2.240
O 2.613 0.025 -1.007
C 3.395 -0.657 -0.024
C 2.880 -2.066 0.174
O 1.642 -2.053 0.883
C 1.638 -2.617 2.199
C 1.110 -1.623 3.208
O -0.135 -1.150 2.742
C -0.965 -0.608 3.756
H 4.219 0.730 -2.107
H 2.647 0.677 -2.936
H 3.554 -0.826 -2.662
H 3.296 -0.098 0.906
H 4.447 -0.681 -0.326
H 3.616 -2.666 0.716
H 2.698 -2.537 -0.797
H 2.649 -2.919 2.482
H 0.993 -3.498 2.172
H 1.806 -0.784 3.326
H 0.982 -2.136 4.168
H -1.203 -1.375 4.499
H -1.876 -0.260 3.275
H -0.471 0.239 4.245
C 0.831 -2.526 -3.318
P -0.183 -1.214 -2.512
C -1.850 -1.783 -3.033
C 0.034 0.191 -3.715
C 0.035 -0.082 -5.088
C 0.160 0.924 -6.029
C 0.285 2.243 -5.609
C 0.298 2.528 -4.257
C 0.178 1.523 -3.292
P 0.134 1.955 -1.489
C -1.324 3.064 -1.492
C 1.487 3.176 -1.294
H 0.339 -2.931 -4.204
H 0.968 -3.342 -2.609
H 1.806 -2.129 -3.606
H -1.892 -1.911 -4.117
H -2.611 -1.073 -2.717
H -2.035 -2.746 -2.552
H -0.065 -1.105 -5.432
H 0.154 0.683 -7.084
H 0.365 3.042 -6.335
H 0.399 3.561 -3.943
H -1.154 3.961 -2.091
H -1.534 3.342 -0.459
H -2.184 2.522 -1.882
H 1.622 3.806 -2.173
H 2.418 2.660 -1.064
H 1.231 3.807 -0.440
F -1.985 -1.562 0.715
B -3.020 -0.621 0.293
F -3.398 0.141 1.367
F -2.329 0.181 -0.693
F -4.051 -1.338 -0.298
O -0.758 1.532 1.346
C 0.426 1.749 1.810
O 1.380 0.940 1.529
C 0.670 2.935 2.647
C 1.958 3.220 3.096
C 2.224 4.341 3.883
C 1.160 5.148 4.194
O 1.161 6.297 4.939
C -0.197 6.737 4.984
O -0.985 5.832 4.216
C -0.121 4.868 3.757
C -0.409 3.779 2.986
H 2.759 2.551 2.815
H 3.220 4.568 4.237
H -0.269 7.737 4.554
H -0.546 6.738 6.018
H -1.410 3.549 2.646
S -0.375 -4.056 -0.255
C -1.831 -4.801 0.057
N -3.043 -4.300 -0.260
C -4.143 -5.127 0.216
C -3.418 -6.389 0.735
N -2.020 -5.986 0.678
H -3.150 -3.308 -0.434
H -4.830 -5.357 -0.596
H -4.700 -4.626 1.008
H -3.612 -7.257 0.103
H -3.711 -6.633 1.756
H -1.246 -6.609 0.827
*
```

Computed properties:
Frontier orbital gap (spin up / spin down), eV: 5.68 / 8.38
ΔE to the lowest compared entry with this formula, charge and spin, kcal per mole: 31.1
HOMO (spin up / spin down), Ha: -0.1899 / -0.2890

Charges obtained by Löwdin population analysis, quoted in units of e: Eu 1.43; C -0.10; O -0.27; C -0.18; C -0.16; O -0.31; C -0.18; C -0.19; O -0.29; C -0.06; H 0.10; H 0.07; H 0.09; H 0.12; H 0.13; H 0.13; H 0.12; H 0.13; H 0.09; H 0.13; H 0.13; H 0.10; H 0.09; H 0.10; C -0.28; P 0.86; C -0.25; C -0.37; C -0.10; C -0.08; C -0.08; C -0.10; C -0.38; P 0.89; C -0.25; C -0.24; H 0.04; H -0.02; H 0.03; H 0.04; H 0.04; H 0.02; H 0.09; H 0.10; H 0.10; H 0.09; H 0.04; H 0.03; H 0.04; H 0.03; H 0.03; H 0.05; F -0.06; B -1.24; F 0.17; F -0.02; F 0.14; O -0.20; C -0.60; O -0.16; C -0.14; C -0.01; C 0.02; C -0.21; O 0.03; C -0.13; O 0.03; C -0.20; C 0.09; H 0.12; H 0.12; H 0.14; H 0.14; H 0.14; S 0.69; C -0.85; N 0.03; C -0.13; C -0.14; N 0.01; H 0.10; H 0.11; H 0.12; H 0.11; H 0.11; H 0.13

***

Below is a 8-piece molecular cluster, C27H41F12NO17 overall at a distorted geometry, with properties calculated with the ωB97M-V functional and the def2-TZVPD basis.

Structure (ORCA input):
```
! RIJCOSX wB97M-V def2-TZVPD def2/J DEFGRID3
* xyz 0 1
C 2.143 3.594 3.342
C 1.565 2.759 2.118
O 0.357 2.192 2.524
C -0.874 2.700 2.157
O -1.059 3.695 1.419
C -2.072 1.860 2.684
F -1.618 0.699 3.072
F -2.560 2.527 3.690
F -3.103 1.732 1.807
H 1.286 3.967 3.902
H 2.895 4.291 2.971
H 2.578 2.806 3.957
H 2.222 1.970 1.752
H 1.479 3.233 1.140
C 5.691 1.394 3.384
C 5.326 1.112 4.851
O 4.042 0.574 4.887
C 3.416 0.334 6.080
O 4.025 0.544 7.105
C 2.037 -0.337 6.067
F 1.221 0.314 6.878
F 1.467 -0.256 4.825
F 2.151 -1.658 6.460
H 6.356 2.248 3.258
H 4.772 1.713 2.894
H 6.209 0.614 2.825
H 5.188 2.059 5.372
H 6.151 0.535 5.269
C 4.460 2.235 -0.443
C 5.663 1.260 -0.275
O 5.091 -0.022 -0.272
C 4.753 -0.587 -1.495
O 4.806 0.076 -2.557
C 4.358 -2.072 -1.342
F 4.990 -2.815 -2.224
F 4.643 -2.559 -0.114
F 3.061 -2.268 -1.453
H 4.030 2.053 -1.428
H 4.729 3.290 -0.393
H 3.662 2.026 0.269
H 6.174 1.254 0.688
H 6.398 1.401 -1.068
C -3.041 2.966 -2.106
C -2.532 2.766 -3.566
O -1.100 2.861 -3.727
C -0.294 1.852 -3.269
O -0.729 0.857 -2.775
C 1.226 2.106 -3.356
F 1.689 2.593 -2.171
F 1.755 0.915 -3.447
F 1.604 2.957 -4.314
H -4.124 2.854 -2.137
H -2.689 3.898 -1.662
H -2.543 2.315 -1.387
H -3.047 3.426 -4.264
H -2.917 1.839 -3.992
C 2.797 -1.443 2.338
O 1.397 -1.219 2.191
C 0.837 -0.818 0.951
O 1.574 -0.382 0.055
O -0.504 -1.076 0.983
C -1.371 -0.770 -0.048
H 2.947 -2.436 1.914
H 3.063 -1.437 3.395
H 3.436 -0.639 1.975
H -1.011 -1.235 -0.966
H -1.454 0.311 -0.157
H -2.309 -1.249 0.233
C -9.754 -1.341 -2.376
O -8.774 -1.980 -1.518
C -7.919 -1.203 -0.783
O -7.889 -0.002 -0.657
O -7.080 -2.044 -0.141
C -5.830 -1.621 0.481
H -9.315 -1.045 -3.329
H -10.239 -0.447 -1.985
H -10.577 -1.997 -2.659
H -5.872 -1.731 1.565
H -5.687 -0.592 0.153
H -4.919 -2.104 0.125
C 0.627 -2.563 -3.522
O -0.591 -2.897 -2.860
C -0.701 -4.113 -2.338
O 0.189 -4.991 -2.196
O -1.963 -4.191 -1.824
C -2.550 -5.405 -1.380
H 1.517 -2.899 -2.991
H 0.818 -1.493 -3.447
H 0.653 -2.958 -4.538
H -3.383 -5.158 -0.722
H -1.926 -6.060 -0.772
H -2.887 -5.968 -2.251
C -2.649 -1.337 -4.727
C -3.051 -0.975 -3.376
N -3.387 -0.706 -2.285
H -2.406 -2.384 -4.545
H -1.672 -1.025 -5.095
H -3.554 -1.072 -5.275
*
```

Computed properties:
SMILES: CCOC(=O)C(F)(F)F.CCOC(=O)C(F)(F)F.CCOC(=O)C(F)(F)F.CCOC(=O)C(F)(F)F.COC(=O)OC.COC(=O)OC.COC(=O)OC.CC#N
Frontier orbital gap, eV: 11.07
HOMO, Ha: -0.3901

Charges obtained by Löwdin population analysis, quoted in units of e: C 0.00; C -0.21; O -0.01; C -0.26; O 0.11; C -0.59; F 0.20; F 0.20; F 0.15; H 0.08; H 0.08; H 0.05; H 0.09; H 0.12; C -0.06; C -0.22; O -0.02; C -0.32; O 0.16; C -0.48; F 0.19; F 0.14; F 0.14; H 0.08; H 0.06; H 0.07; H 0.13; H 0.13; C -0.03; C -0.19; O -0.03; C -0.25; O 0.11; C -0.56; F 0.20; F 0.14; F 0.17; H 0.06; H 0.08; H 0.05; H 0.10; H 0.13; C -0.04; C -0.19; O 0.02; C -0.33; O 0.15; C -0.54; F 0.14; F 0.18; F 0.18; H 0.08; H 0.08; H 0.05; H 0.12; H 0.10; C -0.05; O -0.06; C -0.44; O 0.09; O -0.02; C -0.08; H 0.10; H 0.07; H 0.08; H 0.07; H 0.08; H 0.09; C -0.04; O -0.01; C -0.56; O 0.12; O -0.02; C -0.02; H 0.09; H 0.09; H 0.09; H 0.09; H 0.08; H 0.07; C -0.02; O -0.03; C -0.52; O 0.09; O -0.03; C -0.05; H 0.08; H 0.08; H 0.11; H 0.09; H 0.09; H 0.10; C -0.05; C -0.27; N 0.18; H 0.08; H 0.09; H 0.09